<A>
The following is a quantum chemistry calculation of C30H28N3OPPtSSbSe4 as an isolated structure, from the OMol25 dataset.

Atoms and positions in Å:
H 2.19 1.96 -0.74
N -0.41 -2.87 -2.19
C -0.22 4.88 -1.20
H -1.31 0.84 4.04
N 0.34 2.57 -1.39
H -0.48 -2.04 -2.76
S -1.75 -1.25 -0.57
C -3.70 4.17 0.64
H -4.14 2.60 3.61
C 0.56 4.27 3.39
H 2.88 4.25 -0.02
Se 4.83 -2.26 2.26
O -2.13 1.66 0.00
C 0.88 -6.26 -3.00
C -0.52 3.58 -1.57
H -1.50 4.53 2.83
C -3.50 3.26 1.67
C 1.54 2.82 -0.85
H 0.94 -2.67 -4.37
H 2.06 -6.78 -4.72
C -3.78 -0.20 1.95
H 0.32 -4.10 0.05
N -0.58 -3.53 0.03
H 2.44 1.52 2.71
H 1.28 6.14 -0.31
C 1.91 4.10 -0.46
C 0.91 -3.68 -4.00
C 1.66 3.43 3.36
C -2.74 0.58 2.45
Se 2.38 -4.94 0.65
H -5.00 -1.93 2.26
H 2.07 -4.47 -5.61
C 0.25 -3.96 -2.80
H -4.83 5.87 -0.03
C -3.59 -1.65 3.86
C -2.13 0.25 3.66
C -4.29 3.33 2.82
Se 1.88 -0.76 0.34
C 1.58 2.19 2.75
C -0.72 2.62 2.20
C -5.44 5.23 1.92
C -5.25 4.31 2.94
C 0.39 1.78 2.17
H 0.34 0.81 1.69
H -2.07 -1.15 5.28
C 1.54 -5.99 -4.19
H 0.87 -7.26 -2.59
H -5.86 4.36 3.84
C -2.56 -0.87 4.36
Se 1.53 -0.34 -1.95
C -0.82 -2.67 -0.94
C -4.67 5.16 0.77
C -0.64 3.87 2.81
H 2.59 3.75 3.82
Pt -0.48 0.67 -1.12
H -0.28 -5.49 -1.38
H -0.79 -3.18 0.95
Sb 3.72 -2.89 0.18
H -1.46 3.33 -2.03
C 1.02 5.14 -0.62
H -0.94 5.67 -1.37
C 1.55 -4.70 -4.69
H -4.23 0.04 1.00
C 0.23 -5.25 -2.30
P -2.23 1.99 1.46
H -3.91 -2.53 4.40
H -3.11 4.10 -0.26
H 0.62 5.24 3.86
H -6.21 5.99 2.01
C -4.20 -1.31 2.66

Molar mass: 1142.29 g/mol
E_HOMO: -2.762 eV
Total charge: -1
Orbital gap: 4.428 eV

=====

<B>
The following is a quantum chemistry calculation of C30H28N3OPPtSSbSe4 as an isolated structure, from the OMol25 dataset.

Atoms and positions in Å:
H -4.08 1.13 -1.34
C 6.23 0.79 -0.35
H 0.96 0.79 -1.62
C 5.33 0.07 -1.13
H 4.58 -2.00 2.32
H 0.70 -5.05 2.64
H 4.88 -4.26 3.24
C -3.71 4.33 -2.42
H -1.97 1.90 0.52
N -1.97 0.53 -2.79
C 4.12 -0.33 -0.60
C 2.47 -2.24 1.97
C -0.47 4.71 -0.17
H 0.29 5.06 -0.87
Sb -3.93 -1.00 1.82
H 1.16 2.04 1.42
P 2.20 -0.58 1.35
H -2.16 5.01 -3.73
C -2.03 5.09 1.58
C -1.71 2.95 0.59
H 6.60 1.68 1.57
Se -1.45 -0.65 2.29
H 0.39 -2.79 1.74
H -5.12 3.34 -1.12
C -3.69 1.98 -1.90
C 1.79 0.47 2.74
H 2.94 -5.80 3.40
H 7.18 1.10 -0.76
H -0.21 2.02 -1.67
N 0.16 1.17 -2.11
C 1.38 -3.11 2.06
Pt -0.88 -1.13 -0.02
C 0.92 2.59 3.48
H -1.14 2.77 -3.99
C -1.06 5.59 0.72
C 3.90 -3.94 2.91
C 1.90 0.05 4.06
H -0.77 6.63 0.73
O 1.21 -0.49 0.23
C 1.53 0.90 5.09
Se -3.11 -1.86 -0.44
H 0.73 2.83 5.60
C -2.55 1.83 -2.69
S -0.29 -1.46 -2.34
H 3.40 -0.88 -1.20
H 4.43 0.99 2.51
C 1.29 1.74 2.45
H 2.25 -0.95 4.29
C 2.81 -4.80 3.00
Se -5.05 1.14 1.60
C 3.79 -0.01 0.72
C 5.91 1.12 0.96
H -4.16 5.31 -2.30
H 5.58 -0.18 -2.15
C -2.36 3.75 1.52
C 1.04 2.17 4.80
H -3.12 3.31 2.15
C 3.73 -2.66 2.40
H 0.52 3.56 3.25
C -2.59 4.16 -3.22
H -2.51 5.75 2.29
C -0.73 0.20 -2.42
H -2.62 -0.25 -2.72
C 4.69 0.72 1.50
C -2.01 2.91 -3.36
C -4.26 3.23 -1.77
Se -4.95 -2.69 3.16
C 1.55 -4.39 2.57
N -0.78 3.41 -0.25
H 1.60 0.57 6.12

Molar mass: 1142.29 g/mol
E_HOMO: -4.018 eV
Total charge: -1
Orbital gap: 6.034 eV

=====

Which of them is least stable? Easy: <A>.